[1]
Below is a structure of composition C54H55AsBrIN9O6PSn in a non-equilibrium geometry, with properties calculated with ωB97M-V/def2-TZVPD.

Each line ends with the Löwdin charge.
Positions of all 129 atoms, in Å:
Sn1 0.50301 -0.50284 -1.04619  1.4071
O1 5.53797 -0.92157 -2.35390  0.1422
C1 4.40534 -0.48605 -1.80388  -0.4584
O2 3.71879 -1.14032 -1.05620  0.0480
C2 4.09327 0.92602 -2.22002  -0.2209
C3 5.08393 1.77695 -2.69321  0.0285
C4 4.72009 3.06686 -3.03105  -0.0025
C5 3.38359 3.42184 -2.96625  0.0316
C6 2.46003 2.47587 -2.54227  -0.1919
N1 2.81782 1.26779 -2.12488  0.1458
C7 0.96518 2.68868 -2.55364  -0.4491
O3 0.48026 3.82764 -3.02545  0.1724
O4 0.20481 1.82638 -2.19763  -0.0411
H1 5.69485 -1.84324 -2.11422  0.1427
H2 6.10510 1.43265 -2.78617  0.1323
H3 5.45976 3.78423 -3.36208  0.1288
H4 3.08772 4.42515 -3.25240  0.1252
H5 1.16014 4.42717 -3.34439  0.1101
C8 -1.45311 0.96204 2.24554  -0.3689
C9 -0.26130 0.23633 2.87048  -0.4540
As1 -0.44287 -0.40758 4.74482  1.3083
C10 -2.15724 -1.33788 4.55579  -0.3988
C11 -3.39917 -0.70618 4.48839  -0.1088
C12 -4.55957 -1.44929 4.30180  -0.0711
C13 -4.49496 -2.83365 4.18932  -0.0915
C14 -3.26584 -3.47515 4.26856  -0.0860
C15 -2.10767 -2.72774 4.45045  -0.1396
C16 -1.00544 1.26082 5.57356  -0.4237
C17 -1.86570 1.23438 6.66933  -0.1261
C18 -2.24354 2.41389 7.29626  -0.0703
C19 -1.75831 3.63283 6.83960  -0.0727
C20 -0.87616 3.66468 5.76737  -0.0752
C21 -0.49583 2.48395 5.14282  -0.1243
P1 -0.97344 1.55255 0.56311  1.0055
C22 -2.49200 2.35201 -0.03973  -0.3614
C23 -3.70294 1.67511 0.11647  -0.1049
C24 -4.87805 2.19830 -0.40109  -0.0694
C25 -4.85867 3.40281 -1.09113  -0.0690
C26 -3.65721 4.07522 -1.26581  -0.0634
C27 -2.47931 3.55023 -0.75103  -0.0942
C28 0.14319 2.92383 1.05357  -0.3626
C29 -0.30959 4.13408 1.58286  -0.0831
C30 0.59498 5.09660 2.01145  -0.0652
C31 1.96305 4.86044 1.93320  -0.0721
C32 2.42681 3.65218 1.43069  -0.0782
C33 1.51865 2.69439 0.99231  -0.1306
H6 -1.79651 1.81141 2.83473  0.0847
H7 -2.27775 0.25964 2.13043  0.0521
H8 0.62955 0.86934 2.85477  0.0399
H9 -0.05179 -0.64242 2.25644  0.0032
H10 -3.47008 0.36829 4.60509  0.1050
H11 -5.51900 -0.94652 4.25965  0.1123
H12 -5.40255 -3.41163 4.05783  0.1112
H13 -3.21259 -4.55647 4.21389  0.1070
H14 -1.15204 -3.23343 4.54966  0.0717
H15 -2.24635 0.28829 7.03630  0.1038
H16 -2.91532 2.38165 8.14561  0.1107
H17 -2.05831 4.55331 7.32485  0.1093
H18 -0.47827 4.61022 5.41696  0.1039
H19 0.20704 2.52782 4.31607  0.0896
H20 -3.73087 0.73191 0.65087  0.0739
H21 -5.81086 1.66315 -0.26931  0.1083
H22 -5.77581 3.81401 -1.49472  0.1107
H23 -3.63454 5.01159 -1.81070  0.1108
H24 -1.55107 4.08198 -0.91275  0.0968
H25 -1.37365 4.32072 1.66946  0.1145
H26 0.23077 6.03419 2.41755  0.1134
H27 2.66484 5.61166 2.27671  0.1105
H28 3.49306 3.45762 1.38189  0.1052
H29 1.88025 1.75112 0.59937  0.0686
N2 0.44840 -2.27233 -5.31501  0.1321
C34 -0.03232 -1.68151 -4.19681  -0.6250
O5 0.76697 -1.39120 -3.26398  -0.2832
C35 -1.43996 -1.47008 -4.07855  -0.2293
C36 -2.36116 -1.87227 -5.07854  -0.2404
N3 -3.07941 -2.25990 -5.89655  0.1603
C37 -1.79383 -0.84533 -2.88352  -0.1728
N4 -1.86219 -0.34310 -1.83750  0.1283
H30 1.43981 -2.18956 -5.46920  -0.0238
H31 -0.13865 -2.31144 -6.13371  0.1076
C38 1.53391 -4.02192 3.50123  -0.0496
C39 0.79019 -3.11667 2.48519  -0.1586
N5 1.75010 -2.44025 1.60940  -0.1460
C40 2.62319 -1.56044 2.39427  -0.1216
C41 3.35927 -2.36791 3.49527  -0.0440
N6 3.00963 -3.81802 3.28887  -0.0816
C42 3.40451 -4.25637 1.90267  -0.0446
C43 2.55320 -3.43663 0.89698  -0.1314
H32 1.32248 -5.07902 3.35487  0.1371
H33 1.30721 -3.76099 4.53185  0.1256
H34 0.19464 -2.36847 3.00253  0.0420
H35 0.11217 -3.70336 1.87179  0.1220
H36 2.02072 -0.77602 2.84968  0.0862
H37 3.33448 -1.09193 1.71423  0.1229
H38 3.03590 -2.08914 4.49708  0.1306
H39 4.44094 -2.26746 3.44007  0.1346
H40 3.51873 -4.37845 3.96705  0.1892
H41 3.22872 -5.32648 1.82538  0.1348
H42 4.46963 -4.07005 1.79675  0.1333
H43 1.87568 -4.08232 0.34009  0.1217
H44 3.19650 -2.92518 0.18434  0.0936
C44 -3.74517 -2.30536 0.73114  0.0242
N7 -2.79766 -3.01526 -0.14117  -0.0109
C45 -3.21965 -3.94585 -1.03682  -0.0155
C46 -2.37834 -4.51291 -1.92454  0.0176
C47 -1.02729 -4.06597 -1.90078  -0.3689
N8 -0.60320 -3.16064 -1.02058  0.1465
C48 -1.47641 -2.60141 -0.14639  -0.5703
O6 -1.10989 -1.70956 0.64068  -0.1447
N9 -0.11968 -4.56463 -2.75489  0.1944
H45 -4.63321 -2.91622 0.86518  0.1009
H46 -4.01797 -1.35204 0.27572  0.0870
H47 -3.28286 -2.11266 1.69263  0.0698
H48 -4.26920 -4.20052 -0.99798  0.1435
H49 -2.72578 -5.24042 -2.64460  0.1238
H50 -0.42457 -5.09186 -3.55482  0.1221
H51 0.75235 -4.06419 -2.83101  0.1055
Br1 -0.54921 1.23940 -6.16491  0.8130
C49 0.88834 1.54683 -7.35804  -0.7163
C50 0.62277 2.27498 -8.50961  -0.1248
C51 1.64857 2.57738 -9.39142  -0.0633
C52 2.94399 2.16216 -9.12150  -0.0708
C53 3.21241 1.42249 -7.97961  -0.1578
C54 2.18458 1.10384 -7.10171  -0.6908
I1 2.64825 -0.05442 -5.41836  1.1909
H52 -0.39006 2.60248 -8.70806  0.1060
H53 1.43106 3.14046 -10.29078  0.1161
H54 3.75045 2.40651 -9.80170  0.1138
H55 4.21935 1.08132 -7.77812  0.0924

Atoms 1-3, force components in eV/Å:
-0.37 0.07 -0.01
0.00 0.22 -0.18
-0.02 0.02 0.19

Output
- ΔE to the lowest compared entry with this formula, charge and spin (kJ/mol) = 45.78
- largest force on an atom (eV/A) = 1.25
- HOMO-LUMO gap (eV) = 7.3
- HOMO level (eV) = -11.927
- LUMO level (eV) = -4.628
- energy (eV) = -236678.7949
- net charge = +2

---

[2]
Below is a structure of composition C5H7NO in a non-equilibrium geometry, with properties calculated with ωB97M-V/def2-TZVPD.

Each line ends with the natural charge from an NBO analysis.
Positions of all 14 atoms, in Å:
C1 1.66527 -1.07266 -0.25699  -0.6062
C2 0.34540 -0.46404 0.11109  -0.0540
N1 -0.20589 -0.66351 1.48723  -0.5379
C3 -0.92449 -1.21220 0.44119  -0.0345
C4 -1.29515 1.50497 -0.37149  -0.2984
C5 -0.02864 0.82112 -0.34172  0.3670
O1 0.39371 1.65356 -1.20651  -0.4756
H1 1.73740 -1.17953 -1.34405  0.2273
H2 1.74594 -2.06117 0.19949  0.2354
H3 2.49660 -0.44886 0.08714  0.2224
H4 -0.56245 0.18956 1.93682  0.3635
H5 -1.91663 -0.78454 0.18890  0.1813
H6 -1.61126 2.23141 0.37877  0.2037
H7 -1.83981 1.48590 -1.30988  0.2060

Atoms 1-3, force components in eV/Å:
0.00 -0.10 -0.01
0.23 -0.74 0.49
0.12 0.01 0.11

Output
- ΔE to the lowest compared entry with this formula, charge and spin (kJ/mol) = 630.55
- largest force on an atom (eV/A) = 3.21
- HOMO-LUMO gap (spin up / spin down) (eV) = 8.4 / 6.6
- HOMO level (spin up / spin down) (eV) = -8.314 / -7.343
- LUMO level (spin up / spin down) (eV) = 0.120 / -0.764
- energy (eV) = -8829.6676

---

[3]
Below is a cluster of 2 separate species, C3H7N3O in total in a non-equilibrium geometry, with properties calculated with ωB97M-V/def2-TZVPD.

Each line ends with the natural charge from an NBO analysis.
Positions of all 14 atoms, in Å:
N1 0.24426 -2.12617 -1.11378  -0.8794
C1 -0.55291 -2.17428 -0.09069  0.5554
O1 -1.47324 -2.84356 0.34047  -0.6074
H1 0.09156 -2.81364 -1.84185  0.3903
H2 0.94693 -0.83117 -1.16282  0.4350
H3 -0.32773 -1.14545 0.51896  0.0994
C2 -0.16042 1.19565 1.05493  -0.0850
C3 -0.07100 2.48432 0.71087  -0.3732
N2 0.61085 0.16752 0.50703  -0.0876
N3 0.99120 0.24747 -0.72062  -0.4351
H4 0.46021 0.90318 -1.31028  0.3330
H5 -0.74043 0.86903 1.90787  0.2287
H6 0.59171 2.83296 -0.07034  0.2034
H7 -0.61098 3.23415 1.27027  0.2223

Atoms 1-3, force components in eV/Å:
0.55 0.38 -0.16
-0.72 1.14 0.08
0.41 -0.28 -0.02

Output
- ΔE to the lowest compared entry with this formula, charge and spin (kJ/mol) = 494.19
- largest force on an atom (eV/A) = 1.41
- HOMO-LUMO gap (spin up / spin down) (eV) = 7.0 / 7.0
- HOMO level (spin up / spin down) (eV) = -8.697 / -8.699
- LUMO level (spin up / spin down) (eV) = -1.660 / -1.658
- energy (eV) = -9737.9114

---

[4]
Below is a structure of composition C4H8O3Yb in a non-equilibrium geometry, with properties calculated with ωB97M-V/def2-TZVPD.

Each line ends with the Löwdin spin population.
Positions of all 16 atoms, in Å:
C1 2.35918 0.26101 -1.72038  0.0001
O1 2.64321 0.48246 -0.40793  0.0010
H1 1.14001 0.53695 -1.97560  0.0001
H2 3.10076 0.69680 -2.41476  0.0000
H3 2.29518 -0.82708 -1.91437  0.0000
O2 -0.31710 1.70511 0.24278  0.0016
C2 -1.05328 1.01756 -0.50941  -0.0004
C3 -1.61701 -0.21468 0.14445  0.0089
O3 -0.60259 -0.75740 0.98039  0.2173
C4 -0.96827 -1.30978 2.17566  0.6685
Yb1 1.34181 0.77596 1.36002  0.0141
H4 -1.75691 1.53306 -1.18522  -0.0001
H5 -1.86479 -0.96198 -0.62585  0.0033
H6 -2.53521 0.06137 0.68745  0.0017
H7 -0.16507 -1.85018 2.67281  0.0427
H8 -1.99991 -1.14916 2.48997  0.0410

Atoms 1-3, force components in eV/Å:
-2.54 -0.96 -0.49
-1.12 0.67 2.07
2.64 0.02 0.08

Output
- ΔE to the lowest compared entry with this formula, charge and spin (kJ/mol) = 217.85
- largest force on an atom (eV/A) = 4.79
- expectation value of S² = 0.754
- HOMO-LUMO gap (spin up / spin down) (eV) = 6.7 / 6.7
- multiplicity = 2
- HOMO level (spin up / spin down) (eV) = -11.780 / -11.783
- LUMO level (spin up / spin down) (eV) = -5.108 / -5.112
- energy (eV) = -41939.6840
- net charge = +1